21
Properties=species:S:1:pos:R:3:forces:R:3 method="wB97M-V/def2-TZVPD" de_lowest_kcal_mol=74.2 max_force_ha_per_bohr=0.069
H 0.494048 -3.040261 -1.325637 0.69 -0.13 -0.60
H -1.618951 1.013910 1.298600 0.08 -0.53 1.02
P 0.239480 -0.611920 -1.800322 -0.21 -0.22 -0.30
H -3.178497 0.388041 -1.147548 0.63 0.74 0.15
H 3.303685 -1.118293 1.214943 -0.30 -2.04 -0.74
N -1.124224 0.397914 -1.586942 0.50 -1.78 0.11
H -3.093511 1.859594 0.698926 1.89 -0.56 -0.29
I 1.895928 2.647659 0.944277 0.09 -0.80 -0.15
H -2.352296 -0.583725 -0.106026 0.94 -0.15 -0.15
C -2.194672 0.373579 -0.613986 -1.18 -0.48 -1.10
C 1.956564 0.508277 1.095758 -1.17 1.33 0.66
H -1.209960 -2.875600 -1.731718 -0.01 0.50 -0.45
H -0.493356 -2.241407 -0.224108 -0.21 -0.26 -1.23
H 1.126116 0.259004 1.748995 0.03 -0.37 -0.27
H -1.013405 1.289155 -2.021305 0.11 0.47 -0.17
H -1.325378 2.311091 0.308836 -1.02 -0.91 -0.94
H 3.761426 0.052571 2.254189 -0.59 0.50 0.29
H 3.929529 0.362423 0.654186 2.29 1.09 -2.48
C 3.269815 -0.081294 1.274395 -0.50 0.17 2.48
C -2.042375 1.441000 0.420048 -1.51 2.35 1.35
C -0.329966 -2.351719 -1.355559 -0.53 1.08 2.81